Below is a structure of composition C3H4O3Rb at a distorted geometry, with properties calculated with ωB97M-V/def2-TZVPD.

Summary:
- Total charge: -1
- Relative energy (zero: lowest compared OMol25 entry of this formula, charge and spin): 1.0654 eV
- E: -366.4710 Ha
- E_HOMO (alpha / beta): -2.5 / -2.5 eV

Element x y z (Å)
H: -0.931 1.980 0.889
C: -0.883 1.333 -0.008
C: 0.376 0.519 0.000
O: 0.091 -0.918 -0.005
C: 1.126 -1.816 0.001
O: 2.295 -1.378 0.021
O: 0.757 -3.013 0.026
Rb: -3.899 -0.098 -0.021
H: -0.927 1.963 -0.917
H: 0.989 0.712 0.897
H: 1.005 0.714 -0.883

Atomic forces in eV per Å
-0.1 -0.1 -0.4
-0.6 0.6 0.0
0.3 -1.0 0.0
-1.1 1.0 -0.1
1.0 -0.9 0.4
0.0 0.4 -0.1
-0.3 0.1 -0.1
1.1 0.1 0.0
-0.1 -0.1 0.4
-0.1 0.0 -0.3
-0.1 0.0 0.2

Atom charges from the Mulliken analysis, given in e for atoms 1 to 5: atom 1 (H): 0.140, atom 2 (C): -0.868, atom 3 (C): -0.246, atom 4 (O): -0.241, atom 5 (C): 0.565